--- i ---
C18H22N2O5S | ωB97M-V/def2-TZVPD

Results
* gap between HOMO and LUMO: 9.80 eV

Last column: Löwdin charge in e.
Atoms and positions in Å:
C (-4.07856, -0.89780, -0.22161)  0.037
C (-3.40766, 0.13509, 0.43874)  -0.148
C (-3.32939, 1.61871, 0.01712)  -0.142
C (-1.86729, 1.89404, -0.50133)  -0.122
C (-1.38764, 3.43099, -0.76426)  -0.375
O (-2.07811, 4.18202, -1.45838)  0.084
N (-0.19770, 3.68603, -0.15702)  -0.096
S (0.65503, 5.08611, -0.50536)  0.654
C (0.85766, 5.15222, -2.27592)  -0.112
O (1.93549, 5.03065, 0.10346)  -0.273
O (-0.08786, 6.25722, -0.03049)  -0.286
C (0.40310, 2.42019, -0.06690)  -0.271
C (1.53622, 1.99160, 0.86367)  -0.102
C (1.32052, 0.52801, 1.23208)  -0.122
N (0.03937, 0.26577, 0.62746)  -0.001
C (-0.07766, -0.82355, -0.19578)  -0.458
O (-0.56568, -0.64277, -1.32003)  0.077
O (0.62689, -1.93995, 0.19931)  -0.025
C (0.81559, -2.91790, -0.85647)  -0.090
C (1.38119, -4.01786, 0.01249)  -0.194
C (2.05959, -3.79616, 1.20072)  -0.060
C (2.42693, -4.78519, 2.08558)  -0.047
C (2.05913, -6.07725, 1.59773)  -0.108
C (1.36755, -6.40471, 0.44935)  -0.082
C (1.04733, -5.32650, -0.41579)  -0.014
C (-0.72615, 1.53161, 0.47070)  -0.142
H (-4.59345, -0.86966, -1.11618)  0.019
H (-4.19726, -1.89715, 0.24166)  0.058
H (-2.83945, -0.04456, 1.34188)  0.086
H (-3.70255, 2.35331, 0.82776)  0.143
H (-4.05730, 1.79613, -0.79523)  0.112
H (-1.84636, 1.50406, -1.48664)  0.130
H (-0.04184, 4.66402, -2.82301)  0.107
H (0.91115, 6.16319, -2.55555)  0.049
H (1.80277, 4.70404, -2.54905)  0.063
H (0.83082, 2.26485, -1.10412)  0.191
H (1.53036, 2.56758, 1.73168)  0.102
H (2.47388, 2.07320, 0.35382)  0.113
H (1.36478, 0.44551, 2.40223)  0.159
H (2.09047, -0.05574, 0.78813)  0.110
H (1.57245, -2.58230, -1.62789)  0.162
H (-0.09406, -3.23808, -1.26301)  0.107
H (2.26990, -2.77670, 1.49129)  0.106
H (2.97449, -4.60200, 3.01115)  0.108
H (2.18234, -7.01233, 2.22079)  0.112
H (1.14457, -7.41400, 0.25786)  0.084
H (0.60260, -5.44252, -1.37904)  0.102
H (-1.10622, 1.81849, 1.50238)  0.194

=====

--- ii ---
C18H22N2O5S | ωB97M-V/def2-TZVPD

Results
* gap between HOMO and LUMO: 9.13 eV

Last column: Löwdin charge in e.
Atoms and positions in Å:
C (-2.40325, 4.77685, 4.32474)  -0.067
O (-2.00144, 3.42468, 4.39275)  -0.059
C (-1.22012, 2.85660, 3.44213)  -0.186
C (-0.84874, 1.54311, 3.73131)  0.016
C (-0.05741, 0.80299, 2.87415)  -0.059
C (0.36893, 1.39112, 1.70363)  -0.287
S (1.37176, 0.51323, 0.51918)  0.691
O (2.41171, 1.37922, 0.04496)  -0.278
O (1.75635, -0.75634, 1.07739)  -0.284
N (0.25681, 0.36013, -0.73343)  -0.226
C (0.83283, 0.25849, -2.05800)  -0.179
C (1.40354, -1.13496, -2.32115)  -0.094
C (0.30104, -2.18898, -2.15711)  -0.467
O (-0.68351, -1.88809, -3.13865)  0.012
C (0.80016, -3.61459, -2.34940)  -0.121
C (-0.11286, -4.66717, -2.35569)  -0.024
C (0.33075, -5.96510, -2.53711)  -0.054
C (1.68994, -6.17277, -2.71035)  -0.153
N (2.56927, -5.18826, -2.70611)  0.066
C (2.13906, -3.95203, -2.53094)  -0.083
C (-0.28076, -2.05832, -0.73309)  -0.087
C (-0.76716, -0.62837, -0.48560)  -0.176
C (0.01920, 2.68896, 1.38462)  0.006
C (-0.77332, 3.44605, 2.23685)  -0.174
O (-1.14358, 4.73218, 1.95807)  -0.110
C (-0.65931, 5.33035, 0.77784)  -0.068
H (-3.03909, 4.96737, 3.45861)  0.095
H (-1.54584, 5.45155, 4.30063)  0.097
H (-2.97257, 4.94533, 5.23865)  0.095
H (-1.20398, 1.12668, 4.66028)  0.124
H (0.24014, -0.20709, 3.10287)  0.116
H (1.62220, 1.00780, -2.11585)  0.115
H (0.05017, 0.48570, -2.78646)  0.131
H (2.19702, -1.32141, -1.59752)  0.120
H (1.80228, -1.17930, -3.33467)  0.134
H (-1.37026, -2.56279, -3.11136)  0.093
H (-1.17135, -4.48542, -2.21505)  0.113
H (-0.36263, -6.79195, -2.54358)  0.101
H (2.09481, -7.16490, -2.85911)  0.103
H (2.91474, -3.20092, -2.53856)  0.112
H (0.50153, -2.29847, -0.01291)  0.115
H (-1.11371, -2.75090, -0.59318)  0.122
H (-1.09097, -0.51159, 0.55079)  0.118
H (-1.60761, -0.40148, -1.15017)  0.132
H (0.39601, 3.08364, 0.45703)  0.110
H (-1.02053, 4.80954, -0.11382)  0.100
H (-1.05393, 6.34542, 0.78887)  0.097
H (0.43370, 5.36420, 0.76353)  0.102

=====

ii (58.1 kcal/mol below the next structure)

=====

--- i ---
C9H14O | ωB97M-V/def2-TZVPD

Results
* gap between HOMO and LUMO (spin up / spin down): 10.05 / 6.39 eV
* expectation value of S²: 0.766
* charge: +1
* 2S+1: 2

Last column: Löwdin charge in e.
Atoms and positions in Å:
C (-1.80763, -2.74429, -0.74609)  -0.005
C (-1.79126, -2.04169, 1.64505)  0.027
C (-1.48032, -1.74418, 0.29371)  -0.194
C (-1.59535, -1.08951, 2.60671)  0.060
C (-0.86943, -0.54092, -0.10487)  0.048
C (-1.05409, 0.15748, 2.17406)  -0.243
C (-0.59791, 0.39623, 0.89110)  0.068
O (-0.76898, 1.09365, 3.07501)  0.191
H (-2.18339, -3.02220, 1.89818)  0.139
H (-2.04991, -1.25753, 3.57994)  0.144
H (-0.86550, -2.93774, -1.28070)  0.119
H (-2.39068, -2.30829, -1.56165)  0.115
H (-0.78092, -0.36741, -1.16772)  0.139
H (-0.04806, 1.30958, 0.67791)  0.147
H (-1.21854, 0.88220, 3.89449)  0.140
H (-2.19878, -3.68437, -0.35690)  0.099
C (3.13736, 2.80078, -1.62246)  -0.162
C (2.29824, 1.71732, -2.33394)  -0.176
H (2.95322, 3.77488, -2.07006)  0.061
H (2.81443, 2.90485, -0.57336)  0.055
H (4.18198, 2.49671, -1.54743)  0.069
H (2.78260, 1.32758, -3.21424)  0.056
H (1.26494, 1.94749, -2.59312)  0.054
H (2.26798, 0.92936, -1.56363)  0.048

=====

--- ii ---
C9H14O | ωB97M-V/def2-TZVPD

Results
* gap between HOMO and LUMO (spin up / spin down): 10.18 / 7.00 eV
* expectation value of S²: 0.767
* charge: +1
* 2S+1: 2

Last column: Löwdin charge in e.
Atoms and positions in Å:
C (0.18072, 1.57397, -2.04884)  -0.155
C (-1.13371, 0.81204, -2.23821)  -0.157
H (0.67395, 1.40144, -1.10062)  0.032
H (0.78586, 1.36547, -2.93382)  0.069
H (0.07524, 2.65313, -2.23105)  0.075
H (-0.92348, -0.25896, -2.14590)  0.053
H (-1.57217, 1.04595, -3.20173)  0.071
H (-1.86258, 0.99242, -1.44425)  0.056
C (-2.15304, -0.91703, 1.58813)  0.002
C (0.05044, -1.66979, 0.62793)  0.018
C (-0.69568, -0.70548, 1.37786)  -0.167
C (1.36172, -1.48635, 0.33180)  0.044
C (2.04297, -0.30933, 0.77552)  -0.241
C (0.02814, 0.39113, 1.89324)  0.016
C (1.32053, 0.63237, 1.56528)  0.052
O (3.24935, -0.04778, 0.33967)  0.190
H (-0.41421, -2.57761, 0.29293)  0.135
H (1.86871, -2.32591, -0.12637)  0.142
H (-2.60280, -1.33805, 0.69833)  0.097
H (-2.68412, 0.02445, 1.73137)  0.102
H (-0.47048, 1.21492, 2.38137)  0.139
H (3.37484, -0.42210, -0.54839)  0.164
H (1.75698, 1.53326, 1.97153)  0.146
H (-2.25716, -1.58217, 2.44423)  0.118

=====

ii (1.5 kcal/mol below the next structure)

=====

--- i ---
C4H16N3O | ωB97M-V/def2-TZVPD

Results
* gap between HOMO and LUMO: 9.18 eV
* charge: +1

Last column: Löwdin charge in e.
Atoms and positions in Å:
N (2.58677, -0.45094, -0.79307)  0.149
C (2.38929, 0.65082, 0.41060)  -0.120
C (1.14128, 1.49661, 0.24467)  -0.171
N (-0.06455, 0.50828, 0.37532)  -0.074
C (-1.34960, 0.91705, 0.99320)  -0.227
C (-2.06328, -0.42983, 1.18471)  -0.258
N (-2.47772, -0.94478, -0.12965)  -0.019
H (2.93196, 0.06648, -1.62213)  0.150
H (1.58451, -0.76211, -1.15995)  0.137
H (3.04573, -1.42244, -0.53002)  0.213
H (3.36478, 1.28195, 0.48832)  0.147
H (2.34633, 0.05269, 1.36185)  0.128
H (1.09366, 1.97650, -0.79910)  0.138
H (0.98937, 2.26587, 1.02699)  0.129
H (-0.38902, 0.30268, -0.54223)  0.038
H (-1.28980, 1.36618, 1.99498)  0.115
H (-1.95451, 1.65972, 0.47737)  0.114
H (-2.95386, -0.27725, 1.85402)  0.115
H (-1.38754, -1.27783, 1.64509)  0.149
H (-3.00851, -1.73509, -0.03836)  0.038
H (-3.04783, -0.30245, -0.69351)  0.101
H (-0.86500, -1.82878, -1.27242)  -0.023
H (-0.38191, -1.67123, -2.67823)  0.035
O (-0.24054, -1.44211, -1.79846)  -0.004

=====

--- ii ---
C4H16N3O | ωB97M-V/def2-TZVPD

Results
* gap between HOMO and LUMO: 9.59 eV
* charge: +1

Last column: Löwdin charge in e.
Atoms and positions in Å:
N (0.54991, -0.31267, -1.43722)  0.165
C (-0.16016, 0.98743, -1.71351)  -0.105
C (-1.31412, 1.43139, -0.77865)  -0.178
N (-1.77758, 0.61658, 0.32053)  -0.066
C (-1.24700, 0.78779, 1.63392)  -0.245
C (0.10845, 0.15903, 1.96697)  -0.208
N (0.15594, -1.28993, 1.47557)  -0.004
H (0.04207, -1.06428, -1.91930)  0.169
H (0.53669, -0.63225, -0.44862)  0.094
H (1.49610, -0.37956, -1.82006)  0.128
H (-0.46725, 1.07343, -2.76007)  0.129
H (0.67936, 1.67440, -1.69639)  0.120
H (-2.16660, 1.66295, -1.39800)  0.115
H (-1.05955, 2.37136, -0.32122)  0.119
H (-2.06842, -0.33406, 0.10132)  0.122
H (-1.02831, 1.84175, 1.86079)  0.126
H (-1.92742, 0.52691, 2.45050)  0.126
H (0.33950, 0.25323, 3.01751)  0.115
H (0.83661, 0.61919, 1.30973)  0.089
H (0.43200, -1.90516, 2.22837)  0.078
H (-0.79278, -1.50901, 1.39214)  0.027
H (2.44423, -2.62203, -0.73255)  0.066
H (3.67082, -2.01144, -1.36074)  0.060
O (2.71754, -1.94507, -1.37102)  -0.044

=====

ii (20.7 kcal/mol below the next structure)